Below is a single C26H43N5O6 molecule, with properties calculated with ωB97M-V/def2-TZVPD.

Computed properties:
Structure (SMILES) ... CCCCCN(C(=O)CCC(=O)OCC(=O)N1[C@H](C)CCC[C@@H]1C)c1c(N)n(CCCC)c(=O)[nH]c1=O
Frontier orbital gap ... 8.921 eV
Relative energy (zero: lowest compared OMol25 entry of this formula, charge and spin) ... 0.145 eV
HOMO level ... -8.44 eV
E_LUMO ... 0.480 eV

CARTESIAN COORDINATES (ANGSTROEM)
1 C 7.29197 1.37210 2.43814
2 H 7.86140 1.53638 1.52606
3 C 5.83925 1.05158 2.10971
4 C 5.71620 -0.20239 1.24707
5 C 4.26071 -0.53427 0.93001
6 C 4.15748 -1.76628 0.03353
7 N 2.78143 -2.07462 -0.33138
8 C 2.27028 -3.29794 -0.03894
9 O 2.83660 -4.07522 0.70340
10 C 0.91220 -3.62272 -0.64901
11 H 0.71521 -2.97222 -1.49812
12 H 0.96660 -4.65243 -1.00314
13 C -0.20636 -3.50147 0.39878
14 C -1.43604 -2.76665 -0.06629
15 O -2.54993 -2.98224 0.33929
16 O -1.17352 -1.80369 -0.96461
17 C -2.30690 -1.02193 -1.31878
18 H -3.06968 -1.68262 -1.73301
19 C -2.78412 -0.28855 -0.05422
20 O -1.94168 -0.00324 0.79139
21 N -4.07516 0.03543 0.07191
22 C -5.08256 -0.30380 -0.92632
23 H -4.57978 -0.30054 -1.89871
24 C -5.66961 -1.70016 -0.68769
25 H -4.89204 -2.38871 -0.36539
26 H -6.44146 -1.68160 0.07445
27 H -6.11240 -2.07383 -1.60776
28 C -6.16748 0.77787 -1.00340
29 C -6.71760 1.15212 0.36521
30 C -5.56417 1.63729 1.23165
31 C -4.47885 0.57227 1.37512
32 C -4.86975 -0.55187 2.33640
33 H -4.12851 -1.34577 2.29066
34 H -4.90054 -0.16493 3.35174
35 H -5.84144 -0.97191 2.09929
36 H -3.57766 1.04746 1.77901
37 H -5.13148 2.53000 0.77410
38 H -5.91578 1.90690 2.22794
39 H -7.21084 0.29818 0.82884
40 H -7.46130 1.94317 0.25839
41 H -5.74026 1.67190 -1.46351
42 H -6.96377 0.41372 -1.65368
43 H -1.95941 -0.30798 -2.06884
44 H 0.15181 -2.95263 1.27600
45 H -0.52234 -4.48072 0.75963
46 C 2.14779 -1.13035 -1.18578
47 C 1.26313 -0.21266 -0.66448
48 N 0.96283 -0.17739 0.65997
49 H 0.00800 0.06658 0.90498
50 H 1.34634 -0.95324 1.17919
51 N 0.69933 0.74608 -1.46882
52 C 0.86686 0.73589 -2.84384
53 O 0.27768 1.50218 -3.57525
54 N 1.73252 -0.20575 -3.31835
55 C 2.46916 -1.14450 -2.58520
56 O 3.25066 -1.88079 -3.15058
57 H 1.87902 -0.20668 -4.32147
58 C 0.03974 1.91063 -0.89307
59 C 1.02719 2.79553 -0.12947
60 C 2.19613 3.25310 -0.99970
61 C 3.12928 4.18125 -0.23253
62 H 3.52318 3.68100 0.64992
63 H 3.96531 4.48473 -0.85755
64 H 2.59974 5.07487 0.09002
65 H 1.81239 3.76518 -1.88448
66 H 2.76085 2.38234 -1.34199
67 H 1.41075 2.25532 0.73746
68 H 0.48068 3.66808 0.23271
69 H -0.37936 2.46133 -1.73826
70 H -0.77229 1.59810 -0.23547
71 H 4.72842 -1.60888 -0.88713
72 H 4.55007 -2.64556 0.54774
73 H 3.72003 -0.71447 1.86203
74 H 3.79742 0.32072 0.43144
75 H 6.26348 -0.05260 0.31377
76 H 6.17392 -1.04633 1.76708
77 H 5.39252 1.89739 1.58139
78 H 5.28072 0.90800 3.03757
79 H 7.35830 2.26829 3.05067
80 H 7.74955 0.54919 2.98256

Here are the natural (NBO) charges for atoms 1 to 4, given in e:
1. C -0.600
2. H 0.201
3. C -0.386
4. C -0.394

---

Below is 3 unconnected molecules or ions with the total composition C26H43O9P at a distorted geometry, with properties calculated with ωB97M-V/def2-TZVPD.

Computed properties:
Structure (SMILES) ... CCCCCCCCCC1=C(P(=O)(O)O)C(=O)C(CCC(=O)O)=CC1=O.C1CCOC1.C1CCOC1
Frontier orbital gap ... 8.306 eV
HOMO level ... -9.50 eV
E_LUMO ... -1.196 eV

CARTESIAN COORDINATES (ANGSTROEM)
1 C -0.35805 -2.47253 1.39613
2 C -0.94019 -3.17790 0.14367
3 C -1.96842 -2.29209 -0.53659
4 C -2.38194 -2.77667 -1.94151
5 C -2.52078 -1.68233 -2.99031
6 C -3.61825 -0.64719 -2.75297
7 C -3.33834 0.35955 -1.65429
8 C -4.12717 1.64926 -1.78468
9 C -3.70371 2.67091 -0.74135
10 C -2.22036 2.85174 -0.68044
11 C -1.42231 3.31150 -1.65986
12 P -1.93501 3.86626 -3.29651
13 O -0.92490 4.69453 -3.95272
14 O -2.20002 2.54008 -4.16048
15 O -3.34115 4.58230 -3.13259
16 C 0.05877 3.35818 -1.37652
17 O 0.82194 4.21463 -1.77274
18 C 0.54127 2.23049 -0.51460
19 C 1.86450 1.64853 -0.82364
20 C 1.78928 0.95724 -2.21564
21 C 1.68757 -0.53937 -2.14241
22 O 2.34982 -1.24237 -2.89276
23 O 0.79435 -1.10693 -1.25921
24 C -0.25501 1.82279 0.46909
25 C -1.56919 2.46317 0.61741
26 O -2.12064 2.64537 1.69251
27 H -0.86176 -1.51997 1.53444
28 H 0.68844 -2.23063 1.26894
29 H -0.52082 -3.03395 2.30649
30 H -1.38479 -4.11064 0.46937
31 H -0.10689 -3.39544 -0.51408
32 H -2.84996 -2.22767 0.09284
33 H -1.51464 -1.31586 -0.64638
34 H -1.62659 -3.48207 -2.27407
35 H -3.31225 -3.33876 -1.88533
36 H -2.75473 -2.17720 -3.92942
37 H -1.55127 -1.21422 -3.14374
38 H -3.75548 -0.11964 -3.69485
39 H -4.55098 -1.17895 -2.58389
40 H -3.61722 -0.09814 -0.70785
41 H -2.26777 0.53926 -1.58915
42 H -5.17682 1.42958 -1.61222
43 H -4.06837 1.99685 -2.80888
44 H -4.00063 2.27017 0.22240
45 H -4.21940 3.61726 -0.84300
46 H -1.41191 2.43817 -4.70152
47 H -3.97279 4.28285 -3.79487
48 H 2.62226 2.41623 -0.88902
49 H 2.10904 0.91548 -0.06727
50 H 0.89665 1.28911 -2.74233
51 H 2.62277 1.20913 -2.84946
52 H 1.26348 -1.35982 -0.45602
53 H 0.04677 1.04039 1.14250
54 C 0.30310 2.00838 5.34525
55 C 1.68092 2.42211 5.85618
56 C 2.60273 1.64093 4.92907
57 O 1.91378 1.52371 3.68173
58 C 0.54750 1.91691 3.84700
59 H -0.49051 2.70824 5.60014
60 H 0.03482 1.02768 5.74466
61 H 1.82527 3.49546 5.71438
62 H 1.84738 2.19262 6.90741
63 H 2.79544 0.63428 5.31572
64 H 3.55980 2.13686 4.76436
65 H 0.40569 2.88717 3.35968
66 H -0.09814 1.18805 3.35880
67 C 4.96617 -3.56058 -0.16029
68 C 4.63846 -4.70797 0.79232
69 C 3.86408 -3.99103 1.89074
70 O 3.19120 -2.89760 1.25902
71 C 3.70445 -2.71863 -0.06401
72 H 5.18330 -3.87959 -1.17779
73 H 5.82495 -2.99770 0.21183
74 H 3.99590 -5.43610 0.29258
75 H 5.51635 -5.23039 1.16821
76 H 4.53714 -3.58899 2.65517
77 H 3.12827 -4.62988 2.37935
78 H 2.94500 -3.05930 -0.77689
79 H 3.89062 -1.65528 -0.23527

Here are the Mulliken charges for atoms 1 to 4, given in e:
1. C -1.069
2. C -0.804
3. C 0.551
4. C -1.148

---

Below is a molecular structure, C26H44BrCdNOP2 at a distorted geometry, with properties calculated with ωB97M-V/def2-TZVPD.

Computed properties:
Frontier orbital gap ... 6.152 eV
Relative energy (zero: lowest compared OMol25 entry of this formula, charge and spin) ... 0.622 eV
HOMO level ... -12.77 eV
E_LUMO ... -6.623 eV
Charge ... +2

CARTESIAN COORDINATES (ANGSTROEM)
1 N 1.40075 3.43946 4.41810
2 C 2.11158 2.35258 4.10532
3 C 2.57223 2.10060 2.80417
4 C 2.31128 3.05222 1.77816
5 C 1.44666 4.12477 2.10642
6 C 1.07736 4.30725 3.45304
7 C 2.87052 2.84782 0.45062
8 Cd -0.77776 -0.39750 -0.62615
9 P -0.70540 -1.95450 -2.50202
10 C 2.44281 3.41464 -0.72018
11 C 2.30038 2.66254 -1.95420
12 C 1.33871 3.03761 -2.92838
13 C 1.03672 2.19359 -4.00528
14 C 1.76946 1.01833 -4.17418
15 C 2.72588 0.62033 -3.24097
16 C 3.00332 1.45060 -2.15500
17 Br 1.58928 0.03363 -5.83325
18 H 3.69811 2.13153 0.40073
19 H 2.09709 4.45465 -0.75329
20 H 3.10035 1.17601 2.58144
21 H 1.06420 4.81241 1.34842
22 H 2.34561 1.65425 4.91016
23 H 0.50402 5.18991 3.74691
24 H 0.83074 3.99985 -2.83498
25 H 3.80426 1.15742 -1.46937
26 H 0.25333 2.45328 -4.71854
27 H 3.25022 -0.32510 -3.36795
28 P -2.45714 0.79197 0.77247
29 C 0.95495 -2.71934 -2.71113
30 C 1.37393 -3.11272 -4.12485
31 H 1.01760 -3.59390 -2.03966
32 H 1.65428 -1.96477 -2.30372
33 H 2.32411 -3.66332 -4.11072
34 H 0.63658 -3.75763 -4.61733
35 H 1.53109 -2.22133 -4.74880
36 C -1.12923 -0.91170 -3.95343
37 C -1.81505 -1.56896 -5.14865
38 H -0.20205 -0.41688 -4.29363
39 H -1.77265 -0.11179 -3.54192
40 H -1.89458 -0.84507 -5.97122
41 H -1.25874 -2.42965 -5.54396
42 H -2.83030 -1.89054 -4.88396
43 C -2.05701 -3.20187 -2.41826
44 C -1.77643 -4.50465 -3.16424
45 H -2.97890 -2.73295 -2.80096
46 H -2.21803 -3.38291 -1.34401
47 H -2.57162 -5.23487 -2.96925
48 H -1.74839 -4.34751 -4.25012
49 H -0.82488 -4.95550 -2.85178
50 C -3.50364 -0.32086 1.79242
51 C -3.74719 -1.69902 1.17656
52 H -4.45648 0.20661 1.95174
53 H -3.01653 -0.41387 2.77216
54 H -4.41666 -2.27285 1.83104
55 H -4.23000 -1.62659 0.19193
56 H -2.81023 -2.26423 1.06595
57 C -3.69334 1.46351 -0.41133
58 C -3.11110 2.45552 -1.41963
59 H -4.48047 1.93361 0.20138
60 H -4.15147 0.60072 -0.92230
61 H -3.85707 2.66463 -2.19315
62 H -2.85795 3.40178 -0.93004
63 H -2.20783 2.07245 -1.90932
64 C -2.12988 2.26684 1.81509
65 C -1.63622 1.99938 3.23179
66 H -3.05700 2.86678 1.83475
67 H -1.37848 2.85631 1.26466
68 H -1.52955 2.95402 3.76154
69 H -2.33563 1.37766 3.80061
70 H -0.65409 1.51023 3.22259
71 C 0.43552 -1.50198 2.54830
72 O 0.59255 -1.48901 1.12858
73 H 0.85563 -0.57298 2.96565
74 H 0.95271 -2.36709 2.98963
75 H -0.63959 -1.56930 2.76913
76 H 1.21352 -2.19256 0.89673

Here are the Mulliken charges for atoms 1 to 4, given in e:
1. N -0.510
2. C -0.563
3. C -0.424
4. C 0.623